No. 1
The following is a quantum chemistry calculation of C53H46HfN6O9SSiTe as an isolated structure in a non-equilibrium geometry, from OMol25.

ORCA input file:
```
! RIJCOSX wB97M-V def2-TZVPD def2/J DEFGRID3
* xyz 0 1
C -1.79 -5.14 -2.11
C -3.60 1.20 1.41
C 6.70 -2.49 0.66
C 2.59 -1.46 0.87
H -0.16 -5.78 3.16
C -1.80 0.53 5.36
C -3.86 -6.36 -2.33
O 0.26 -1.07 -0.55
C -2.22 0.76 1.13
H 4.77 4.16 0.13
O -1.00 3.79 1.43
Te -3.57 -0.99 1.12
H 0.21 1.02 -6.33
H 0.36 -6.70 1.76
C 4.97 -0.96 1.28
C -0.80 -0.66 5.41
N -0.08 -0.08 2.14
C -0.72 1.38 4.66
H 4.65 0.01 1.65
H -0.73 -5.06 -2.28
C -2.46 -4.12 -1.44
C 0.61 -0.23 3.20
C -1.22 -1.92 4.76
H 1.39 5.80 -5.15
H -0.34 2.31 5.06
C -1.73 4.56 -4.70
C 1.53 -2.46 0.88
C 0.10 1.81 -3.06
O 3.92 7.29 2.27
N -0.16 4.51 1.96
H 7.05 -0.56 1.50
H 1.50 4.90 -3.65
H 7.75 -2.73 0.57
C -1.40 0.39 2.34
O 2.32 -0.24 0.79
C 6.31 -1.27 1.18
C 2.91 3.14 0.36
C 0.08 2.02 -4.46
C 0.36 -0.36 -4.71
H -1.82 4.62 -3.62
O 0.86 2.13 1.03
O -0.43 5.31 2.84
N 0.21 0.57 -2.52
C 0.25 0.19 4.60
H -3.59 -2.14 -2.59
H -0.45 -0.83 6.43
O 2.39 1.36 -1.15
O 4.52 1.66 -0.57
C 1.44 4.80 -4.72
H 1.74 6.34 2.24
C -0.51 -4.34 0.72
C 1.61 3.17 0.95
C 3.37 5.32 1.28
C 0.58 -4.59 1.56
H -0.24 4.50 -7.60
C 4.00 -1.87 0.87
C -4.17 -0.61 -1.13
N -2.07 -1.71 -1.16
H -4.33 -3.47 -0.63
H -1.81 5.57 -5.10
H -1.30 -5.08 0.66
C -1.75 -2.93 -0.92
C -3.83 -4.25 -1.19
H 0.48 -1.23 -5.33
H -2.23 -2.75 3.11
Hf 0.69 0.79 -0.34
C -4.35 1.47 2.65
H -4.66 1.34 4.74
H 6.05 -4.34 -0.21
H 0.80 3.10 -7.49
C 0.37 -2.16 0.11
C 2.07 5.44 1.74
C -4.01 1.15 3.91
C 0.35 -0.48 -3.34
H -0.94 2.90 -7.43
C 1.60 -3.66 1.60
C 1.19 4.39 1.54
C -3.14 -1.31 -2.03
C -2.66 0.59 4.09
H 1.17 0.33 5.17
H -2.58 4.00 -5.08
H -5.15 -1.06 -1.28
H -1.81 2.46 3.03
C -2.39 -0.57 3.07
H -4.40 -7.23 -2.68
C -4.52 -5.36 -1.64
S -0.02 3.05 -1.89
C 5.74 -3.40 0.23
C 0.21 0.91 -5.26
C -0.12 3.54 -7.11
C -1.92 -1.85 3.64
H 3.65 -3.79 -0.04
C 3.34 1.95 -0.49
C -2.49 -6.25 -2.55
C 0.60 -5.84 2.38
H -1.98 0.71 -0.87
H -0.97 -2.86 5.24
H -1.97 -7.04 -3.06
H -5.32 1.91 2.46
H 2.46 -3.85 2.23
C -1.59 1.47 3.41
H 1.57 -5.99 2.85
H -1.65 2.20 -0.20
H 1.61 -0.64 3.08
H -5.58 -5.44 -1.45
H -4.26 0.45 -1.39
C -0.62 -3.18 -0.01
N 4.30 6.39 1.54
H -4.04 1.69 0.55
H 0.44 -1.44 -2.85
Si -0.08 3.77 -5.21
H -2.27 0.80 6.30
H -2.72 -0.61 -2.76
C 4.40 -3.10 0.33
H 2.36 4.34 -5.07
O 5.40 6.32 1.04
N -1.57 1.18 -0.06
C 3.77 4.20 0.55
*
```

Values from the calculation:
HOMO energy = -0.2694 Eh
Relative energy (zero: lowest compared OMol25 entry of this formula, charge and spin) = 134.4 kcal/mol
LUMO energy = -0.79 eV
HOMO-LUMO gap = 6.538 eV


No. 2
The following is a quantum chemistry calculation of a 2-piece molecular cluster, C5H8O overall, from OMol25.

ORCA input file:
```
! RIJCOSX wB97M-V def2-TZVPD def2/J DEFGRID3
* xyz 0 1
H 0.68 -1.29 1.46
H 2.12 -0.28 1.74
C 0.74 0.56 0.35
H 1.98 -1.21 0.25
O -1.46 -0.35 -1.87
H -2.40 1.84 1.05
C -0.36 -0.74 -1.56
H 0.55 -0.35 -2.04
C -1.76 1.20 0.46
H -2.17 0.65 -0.40
H 1.35 1.17 -0.32
H -0.21 -1.58 -0.85
C -0.48 0.97 0.58
C 1.41 -0.63 0.99
*
```

Values from the calculation:
HOMO energy = -0.3543 Eh
Relative energy (zero: lowest compared OMol25 entry of this formula, charge and spin) = 69.8 kcal/mol
LUMO energy = 0.91 eV
HOMO-LUMO gap = 10.552 eV
SMILES string = C=C=CC.C=O


No. 3
The following is a quantum chemistry calculation of an isolated molecule of CFNO4 in a non-equilibrium geometry, from OMol25.

ORCA input file:
```
! RIJCOSX wB97M-V def2-TZVPD def2/J DEFGRID3
* xyz 0 3
O 2.18 0.80 0.30
F -2.27 0.72 -0.27
N 1.31 0.11 0.00
O -1.29 -1.19 0.28
C -1.32 -0.05 0.01
O 0.04 0.84 -0.06
O 1.30 -1.06 -0.29
*
```

Values from the calculation:
HOMO energy (alpha / beta) = -0.2775 / -0.4428 Eh
Expectation value of S² = 2.014
LUMO energy (alpha / beta) = 0.36 / -4.39 eV
HOMO-LUMO gap (alpha / beta) = 7.906 / 7.659 eV


No. 4
The following is a quantum chemistry calculation of an isolated molecule of C22H24N4O5S in a non-equilibrium geometry, from OMol25.

ORCA input file:
```
! RIJCOSX wB97M-V def2-TZVPD def2/J DEFGRID3
* xyz 0 1
H -2.11 -2.70 2.29
C -1.11 0.98 -0.43
H -2.70 2.75 0.63
C -2.64 -1.87 1.87
C -3.76 0.24 2.08
H -4.11 1.06 2.69
H 0.86 0.10 -4.02
H -3.04 -0.90 3.73
O -1.43 -3.58 0.16
H 0.15 1.44 -3.10
H 1.34 2.83 -0.15
H 6.72 -1.76 0.16
O 2.28 -1.59 -0.58
S -2.17 1.86 -1.50
C 2.24 2.56 1.79
N -2.19 -2.78 -0.35
C 0.69 0.50 -3.02
C -0.11 -0.50 -2.20
H 4.53 -2.78 -0.37
C -3.15 -0.86 2.66
H 7.18 1.30 1.71
C 7.22 0.87 0.71
H -1.09 -0.67 -2.64
C -3.31 2.56 -0.25
C -3.46 -0.72 -0.10
C 4.61 -1.72 -0.18
N -0.30 -0.03 -0.85
C -4.42 1.57 0.06
N -0.14 0.25 1.32
C -3.90 0.32 0.70
O 2.38 1.13 -0.19
O -5.58 1.80 -0.17
H 0.43 -1.45 -2.14
C -2.80 -1.79 0.49
C 5.92 0.22 0.37
H 4.85 2.05 0.47
H -3.72 3.47 -0.68
H 1.69 -1.56 1.42
C 0.31 -0.44 0.31
H 0.72 -2.52 0.28
C 3.46 -0.95 -0.25
H 7.44 1.68 0.01
H 1.66 0.68 -2.55
H 3.09 3.08 -0.15
C 1.27 -1.58 0.41
H 8.04 0.15 0.68
N -1.03 1.15 0.86
H 2.11 3.60 2.08
C 4.77 0.99 0.29
C 5.84 -1.14 0.12
O -2.44 -2.74 -1.54
C 2.28 2.47 0.27
H 1.41 1.97 2.16
H 3.17 2.19 2.22
C 3.54 0.43 -0.03
H -3.58 -0.70 -1.18
*
```

Values from the calculation:
HOMO energy = -0.3084 Eh
Relative energy (zero: lowest compared OMol25 entry of this formula, charge and spin) = 119.3 kcal/mol
LUMO energy = -0.69 eV
HOMO-LUMO gap = 7.698 eV
SMILES string = CCOc1cc(C)ccc1OCc1nnc(SCC(=O)c2cccc([N+](=O)[O-])c2)n1CC


E per entry: -4056.5614; -270.4466; -493.3569; -1846.0398 hartree